# 1
Molecular formula: C4H8O2
Method: DFT, ωB97M-V with the def2-TZVPD basis set

Geometry (Å):
C  0.695  1.772  0.757
C  0.658  0.282  0.186
C  -0.295  -1.470  0.185
C  -0.673  -0.070  -0.352
H  -0.290  2.362  1.197
H  1.183  2.406  -0.276
H  1.429  1.754  1.598
H  1.509  0.193  -0.467
H  -1.138  -1.921  0.701
H  0.246  -2.099  -0.586
H  -1.622  0.246  0.224
H  -0.193  -0.249  -2.196
O  0.549  -0.761  1.106
O  -0.979  0.040  -1.713

- Total charge: 0
- ΔE to the lowest compared entry with this formula, charge and spin: 81.32 kcal/mol
- Highest occupied orbital energy: -0.35861 Ha
- F_max: 5.13 eV Å⁻¹
- Kohn-Sham gap: 10.686 eV

***

# 2
Molecular formula: C4H9N3
Method: DFT, ωB97M-V with the def2-TZVPD basis set

Geometry (Å):
C  -1.840  0.801  -0.502
C  -0.948  1.170  0.648
N  0.372  1.474  0.514
C  0.881  0.268  0.338
C  2.204  -0.043  -0.276
N  0.009  -0.635  0.848
N  0.086  -1.927  0.345
H  -2.305  1.712  -0.897
H  -1.287  0.327  -1.314
H  -2.646  0.139  -0.175
H  -1.481  1.633  1.483
H  2.867  0.810  -0.136
H  2.104  -0.214  -1.352
H  2.637  -0.941  0.167
H  -0.442  -2.556  0.933
H  -0.211  -2.017  -0.625

- Total charge: 0
- ΔE to the lowest compared entry with this formula, charge and spin: 70.14 kcal/mol
- Highest occupied orbital energy: -0.29813 Ha
- F_max: 0.54 eV Å⁻¹
- Kohn-Sham gap: 9.131 eV
- SMILES: C/C=N\C(C)=N\N

***

# 3
Molecular formula: C4H14O2S
Method: DFT, ωB97M-V with the def2-TZVPD basis set

Geometry (Å):
C  1.722  -0.202  2.629
C  0.959  -0.732  1.410
C  1.388  0.028  0.151
S  0.182  0.262  -1.267
C  0.024  -1.495  -1.672
H  2.777  -0.449  2.742
H  1.114  -0.504  3.493
H  1.705  0.893  2.688
H  1.111  -1.792  1.260
H  -0.092  -0.504  1.585
H  1.705  1.045  0.390
H  2.206  -0.472  -0.377
H  0.912  -1.882  -2.156
H  -0.850  -1.686  -2.302
H  -0.206  -2.078  -0.773
O  -3.070  -3.483  0.240
H  -2.638  -3.035  0.985
H  -3.845  -3.788  0.736
O  -0.661  5.123  -0.360
H  -0.906  5.928  0.122
H  -0.148  5.465  -1.107

- Total charge: 0
- ΔE to the lowest compared entry with this formula, charge and spin: 17.17 kcal/mol
- Highest occupied orbital energy: -0.30442 Ha
- F_max: 1.47 eV Å⁻¹
- Kohn-Sham gap: 9.035 eV
- SMILES: CCCSC.O.O

***

# 4
Molecular formula: C30H66O20P2
Method: DFT, ωB97M-V with the def2-TZVPD basis set

Geometry (Å):
C  -19.981  -19.556  9.323
O  -20.050  -20.986  9.342
P  -18.863  -21.862  9.901
O  -19.069  -23.313  9.901
O  -17.596  -21.345  9.045
C  -16.354  -22.028  9.137
O  -18.647  -21.257  11.369
C  -17.758  -21.855  12.303
H  -18.984  -19.137  9.232
H  -20.455  -19.195  10.239
H  -20.646  -19.218  8.530
H  -16.471  -23.009  9.596
H  -15.592  -21.448  9.662
H  -15.970  -22.151  8.120
H  -18.312  -22.472  13.008
H  -17.186  -21.083  12.815
H  -17.028  -22.493  11.800
C  -12.857  -19.388  7.354
O  -13.347  -18.119  6.925
P  -12.739  -17.358  5.670
O  -13.415  -16.114  5.313
O  -11.203  -17.226  6.064
C  -10.203  -16.815  5.150
O  -12.787  -18.462  4.502
C  -12.808  -18.008  3.139
H  -13.566  -20.175  7.086
H  -12.893  -19.396  8.446
H  -11.845  -19.556  6.998
H  -9.587  -16.037  5.612
H  -10.657  -16.227  4.347
H  -9.542  -17.609  4.817
H  -13.841  -17.956  2.793
H  -12.348  -18.774  2.517
H  -12.310  -17.050  3.037
C  -17.479  -17.384  7.239
C  -17.896  -16.319  6.246
O  -17.426  -16.691  4.956
C  -17.916  -16.137  3.853
C  -17.259  -16.620  2.584
O  -18.770  -15.282  3.835
H  -16.422  -17.649  7.208
H  -18.016  -18.335  7.159
H  -17.732  -17.029  8.242
H  -18.979  -16.198  6.258
H  -17.423  -15.371  6.505
H  -16.234  -16.914  2.823
H  -17.261  -15.810  1.863
H  -17.723  -17.514  2.169
C  -20.377  -24.882  4.300
C  -19.624  -25.459  3.108
O  -18.288  -24.965  3.121
C  -17.958  -23.877  2.417
C  -16.506  -23.556  2.627
O  -18.736  -23.246  1.749
H  -20.316  -23.795  4.278
H  -20.043  -25.247  5.270
H  -21.434  -25.148  4.218
H  -19.561  -26.541  3.238
H  -20.108  -25.281  2.151
H  -15.809  -24.263  2.180
H  -16.305  -23.337  3.673
H  -16.288  -22.630  2.092
C  -16.693  -26.608  5.110
C  -16.564  -27.476  6.344
O  -15.957  -26.762  7.423
C  -14.695  -26.351  7.367
C  -14.335  -25.443  8.517
O  -13.868  -26.662  6.554
H  -17.261  -25.707  5.319
H  -17.175  -27.232  4.355
H  -15.695  -26.357  4.753
H  -17.525  -27.799  6.748
H  -16.049  -28.421  6.145
H  -14.292  -25.926  9.491
H  -15.172  -24.744  8.613
H  -13.424  -24.894  8.309
C  -19.426  -21.562  6.009
C  -18.072  -22.213  5.791
O  -17.034  -21.231  5.701
C  -16.858  -20.607  4.526
C  -15.632  -19.739  4.551
O  -17.586  -20.743  3.580
H  -20.062  -21.600  5.120
H  -19.465  -20.544  6.396
H  -20.074  -22.078  6.730
H  -17.829  -22.849  6.643
H  -18.026  -22.845  4.907
H  -15.614  -19.128  3.656
H  -14.771  -20.396  4.638
H  -15.780  -19.100  5.424
C  -22.984  -22.060  3.771
C  -22.900  -21.078  2.604
O  -21.736  -20.266  2.710
C  -21.798  -19.102  3.340
C  -20.505  -18.334  3.368
O  -22.761  -18.716  3.969
H  -23.214  -21.414  4.623
H  -21.973  -22.413  3.971
H  -23.691  -22.870  3.639
H  -22.795  -21.583  1.644
H  -23.807  -20.477  2.519
H  -19.988  -18.419  2.409
H  -19.812  -18.682  4.135
H  -20.679  -17.278  3.557
C  -10.499  -20.897  3.553
C  -10.730  -22.383  3.446
O  -11.544  -22.908  4.503
C  -12.857  -22.681  4.459
C  -13.559  -23.219  5.686
O  -13.457  -22.238  3.515
H  -10.040  -20.596  4.495
H  -11.428  -20.355  3.383
H  -9.857  -20.531  2.747
H  -11.321  -22.571  2.544
H  -9.811  -22.956  3.385
H  -12.848  -23.747  6.319
H  -14.275  -23.967  5.345
H  -14.059  -22.413  6.219

- Total charge: 0
- ΔE to the lowest compared entry with this formula, charge and spin: 0.00 kcal/mol
- Highest occupied orbital energy: -0.36245 Ha
- F_max: 1.95 eV Å⁻¹
- Kohn-Sham gap: 10.175 eV
- SMILES: COP(=O)(OC)OC.COP(=O)(OC)OC.CCOC(C)=O.CCOC(C)=O.CCOC(C)=O.CCOC(C)=O.CCOC(C)=O.CCOC(C)=O

***

# 5
Molecular formula: C42H34FeN3OP2S5SbSe
Method: DFT, ωB97M-V with the def2-TZVPD basis set

Geometry (Å):
Fe  0.678  -0.650  -0.267
O  0.567  -2.827  2.372
S  -1.239  -1.914  0.168
C  -2.045  -1.221  1.608
C  -3.203  -1.838  2.075
C  -3.898  -1.290  3.136
C  -3.440  -0.117  3.724
C  -2.272  0.470  3.276
C  -1.529  -0.090  2.233
P  0.088  0.615  1.663
C  -0.396  2.376  1.662
C  0.402  3.354  2.247
C  0.007  4.684  2.211
C  -1.181  5.045  1.592
C  -1.979  4.072  1.005
C  -1.586  2.743  1.040
C  1.176  0.443  3.120
C  2.407  -0.179  2.920
C  3.264  -0.403  3.991
C  2.912  0.020  5.259
C  1.709  0.687  5.461
C  0.849  0.900  4.400
C  -2.430  -1.391  -1.072
C  -3.566  -2.175  -1.257
C  -4.501  -1.829  -2.215
C  -4.284  -0.721  -3.026
C  -3.132  0.028  -2.876
C  -2.196  -0.280  -1.885
P  -0.536  0.471  -1.794
C  0.314  -0.598  -3.104
C  -0.443  -1.756  -3.828
C  -0.080  -2.062  -5.238
C  0.882  -1.388  -5.863
C  1.628  -0.329  -5.181
C  1.387  0.044  -3.923
C  -0.716  2.222  -2.246
C  -1.939  2.893  -2.220
C  -2.008  4.249  -2.499
C  -0.853  4.960  -2.791
C  0.371  4.310  -2.788
C  0.443  2.952  -2.514
H  -3.550  -2.748  1.605
H  -4.799  -1.769  3.497
H  -3.993  0.338  4.536
H  -1.947  1.401  3.719
H  1.346  3.098  2.714
H  0.650  5.431  2.659
H  -1.484  6.085  1.560
H  -2.904  4.348  0.514
H  -2.219  1.986  0.585
H  2.710  -0.469  1.920
H  4.223  -0.868  3.807
H  3.592  -0.133  6.088
H  1.450  1.056  6.445
H  -0.066  1.446  4.575
H  -3.696  -3.072  -0.668
H  -5.382  -2.443  -2.353
H  -4.995  -0.466  -3.802
H  -2.931  0.843  -3.560
H  -1.527  -1.733  -3.712
H  -0.621  -2.861  -5.731
H  1.138  -1.623  -6.889
H  2.435  0.152  -5.722
H  2.011  0.784  -3.447
H  -2.846  2.369  -1.951
H  -2.966  4.754  -2.467
H  -0.906  6.021  -2.999
H  1.284  4.860  -2.974
H  1.408  2.469  -2.458
S  4.228  3.369  3.391
Sb  4.830  2.295  1.459
S  2.630  2.219  0.335
S  2.599  0.511  -0.832
S  5.767  0.229  1.437
Se  -0.020  -4.367  -2.302
C  0.159  -2.604  -2.704
N  0.748  -1.593  -2.082
N  3.414  -6.146  0.541
C  2.907  -4.863  0.552
C  3.379  -3.896  -0.341
C  2.821  -2.648  -0.322
N  1.837  -2.270  0.522
C  1.480  -3.171  1.435
C  1.961  -4.468  1.485
H  3.826  -6.436  -0.331
H  2.825  -6.851  0.954
H  4.144  -4.130  -1.068
H  3.151  -1.896  -1.022
H  0.677  -1.886  2.577
H  1.589  -5.133  2.252

- Total charge: -1
- Multiplicity: 2
- ΔE to the lowest compared entry with this formula, charge and spin: 0.00 kcal/mol
- Highest occupied orbital energy (spin up / spin down): -0.14055 / -0.15666 Ha
- F_max: 0.83 eV Å⁻¹
- Kohn-Sham gap (spin up / spin down): 5.877 / 5.970 eV

***

# 6
Molecular formula: C2H5N6O
Method: DFT, ωB97M-V with the def2-TZVPD basis set

Geometry (Å):
C  -1.841  1.111  -1.262
C  1.404  -1.545  2.139
N  -1.075  1.862  -1.958
N  0.078  1.355  -2.216
N  0.983  0.915  -1.600
N  0.904  0.433  -0.380
N  -0.152  -0.185  0.045
N  -1.428  0.119  -0.371
O  2.063  -1.126  1.226
H  -2.878  1.207  -1.116
H  0.787  -0.908  3.008
H  1.530  -2.621  2.335
H  -2.070  -0.645  0.057
H  1.695  0.029  0.095

- Total charge: +1
- ΔE to the lowest compared entry with this formula, charge and spin: 139.97 kcal/mol
- Highest occupied orbital energy: -0.53539 Ha
- F_max: 5.73 eV Å⁻¹
- Kohn-Sham gap: 7.616 eV

***

# 7
Molecular formula: C11H7F2O2
Method: DFT, ωB97M-V with the def2-TZVPD basis set

Geometry (Å):
C  -1.613  0.059  2.185
C  -1.500  1.261  1.470
C  -0.970  -1.066  1.699
C  -0.647  1.348  0.401
C  0.063  -0.990  0.775
C  0.173  0.305  0.009
C  -0.376  3.566  -2.758
C  0.992  -2.155  0.775
C  1.413  -2.735  -0.591
C  1.310  0.664  -0.824
C  1.593  -1.515  -1.263
O  -1.504  3.563  -2.602
O  0.747  3.754  -2.979
F  0.999  1.349  -1.967
F  1.984  -1.473  -2.603
H  -2.480  0.028  2.817
H  -2.257  2.113  1.653
H  -1.026  -2.069  2.248
H  -0.699  2.325  -0.223
H  1.808  -1.691  1.312
H  0.552  -2.902  1.434
H  1.438  -3.738  -0.968

- Total charge: -1
- ΔE to the lowest compared entry with this formula, charge and spin: 39.49 kcal/mol
- Highest occupied orbital energy: -0.10603 Ha
- F_max: 5.98 eV Å⁻¹
- Kohn-Sham gap: 5.938 eV

***

# 8
Molecular formula: C10H5ClNO5Pt
Method: DFT, ωB97M-V with the def2-TZVPD basis set

Geometry (Å):
O  -0.141  4.393  -1.773
C  0.109  3.411  -1.229
Pt  0.084  -0.192  -1.563
C  0.062  -2.204  -2.030
O  0.086  -3.323  -1.800
C  -0.346  -2.162  -4.902
O  -0.246  -1.486  -5.813
C  2.079  0.060  -1.489
O  3.186  0.174  -1.162
C  -1.825  0.052  -1.452
O  -2.958  0.161  -1.275
H  -0.087  1.373  -1.339
Cl  0.079  2.687  3.464
C  0.035  1.125  2.780
C  -0.003  -0.061  3.516
C  -0.043  -1.298  2.832
C  -0.042  -1.284  1.452
N  0.024  -0.128  0.796
C  0.035  1.086  1.383
H  -0.003  0.013  4.573
H  -0.070  -2.223  3.350
H  -0.076  -2.211  0.854
H  0.061  2.036  0.827

- Total charge: +1
- Multiplicity: 3
- ΔE to the lowest compared entry with this formula, charge and spin: 27.06 kcal/mol
- Highest occupied orbital energy (spin up / spin down): -0.31199 / -0.44567 Ha
- F_max: 5.05 eV Å⁻¹
- Kohn-Sham gap (spin up / spin down): 3.300 / 4.893 eV

***

# 9
Molecular formula: C4H9NS4
Method: DFT, ωB97M-V with the def2-TZVPD basis set

Geometry (Å):
C  1.986  -0.757  -2.894
C  1.255  0.854  -0.879
C  -1.350  -0.490  0.952
C  -0.426  0.233  1.964
H  1.466  -0.081  -3.541
H  1.952  -1.772  -3.345
H  3.021  -0.466  -2.719
H  1.672  1.456  -1.727
H  -3.421  -0.260  0.507
H  -2.956  -1.245  2.043
H  -1.189  0.119  -0.007
H  -0.846  -1.421  0.798
H  -0.182  2.063  3.388
N  -2.726  -0.506  1.378
S  1.122  -0.824  -1.301
S  0.725  1.476  0.520
S  -1.199  1.623  2.741
S  1.097  -0.002  2.121

- Total charge: 0
- ΔE to the lowest compared entry with this formula, charge and spin: 105.13 kcal/mol
- Highest occupied orbital energy: -0.22523 Ha
- F_max: 8.26 eV Å⁻¹
- Kohn-Sham gap: 5.316 eV

***

# 10
Molecular formula: C21H21Br2NO2
Method: DFT, ωB97M-V with the def2-TZVPD basis set

Geometry (Å):
C  4.345  0.379  3.183
C  3.877  -0.503  2.034
Br  4.973  -0.133  0.471
C  2.368  -0.294  1.764
Br  1.310  -1.519  2.861
C  1.865  -0.287  0.346
C  1.398  0.924  -0.146
C  0.904  1.078  -1.438
C  0.366  2.408  -1.885
C  -0.914  2.791  -1.094
C  -1.857  1.631  -0.849
C  -3.247  2.093  -0.388
N  -3.954  1.003  0.256
C  -3.914  0.714  1.592
C  -4.668  -0.404  1.838
C  -5.203  -0.823  0.585
C  -4.743  0.067  -0.352
C  0.896  -0.023  -2.279
C  1.317  -1.253  -1.790
C  1.791  -1.411  -0.495
C  2.165  -2.790  -0.077
O  3.042  -3.054  0.702
C  1.399  -3.881  -0.729
C  0.983  -3.716  -1.981
C  1.238  -2.447  -2.678
O  1.368  -2.373  -3.868
H  4.637  1.368  2.851
H  5.197  -0.089  3.664
H  3.559  0.423  3.933
H  4.029  -1.529  2.329
H  2.128  0.679  2.174
H  1.421  1.796  0.493
H  0.079  2.323  -2.929
H  1.121  3.175  -1.753
H  -0.635  3.253  -0.151
H  -1.431  3.550  -1.681
H  -1.482  0.984  -0.062
H  -1.988  1.016  -1.738
H  -3.821  2.432  -1.243
H  -3.154  2.879  0.354
H  -3.376  1.282  2.328
H  -4.819  -0.866  2.793
H  -5.837  -1.673  0.425
H  -4.958  0.031  -1.405
H  0.537  0.091  -3.290
H  1.236  -4.793  -0.182
H  0.451  -4.504  -2.492

- Total charge: 0
- Highest occupied orbital energy: -0.30432 Ha
- F_max: 0.96 eV Å⁻¹
- Kohn-Sham gap: 7.339 eV
- SMILES: C[C@H](Br)[C@H](Br)c1cc(CCCCn2cccc2)cc2c1C(=O)C=CC2=O

***

# 11
Molecular formula: C7H11N3O2
Method: DFT, ωB97M-V with the def2-TZVPD basis set

Geometry (Å):
N  -1.891  0.261  2.546
C  -1.544  0.014  1.473
C  -1.203  -0.111  0.105
N  -2.464  -0.704  -0.352
O  -2.769  -1.880  -0.007
N  -3.163  0.049  -1.075
O  -4.389  -0.424  -1.484
C  -0.787  1.327  -0.434
C  0.628  1.633  0.110
C  1.534  0.487  -0.293
C  1.201  -0.802  0.458
C  -0.125  -1.216  -0.158
H  -4.772  0.151  -2.060
H  -1.587  1.905  -0.033
H  -0.675  1.165  -1.575
H  0.626  1.595  1.223
H  1.030  2.487  -0.289
H  1.250  0.429  -1.326
H  2.610  0.721  -0.106
H  1.993  -1.547  0.141
H  1.173  -0.712  1.576
H  -0.074  -1.248  -1.208
H  -0.403  -2.098  0.307

- Total charge: 0
- ΔE to the lowest compared entry with this formula, charge and spin: 126.75 kcal/mol
- Highest occupied orbital energy: -0.35624 Ha
- F_max: 6.49 eV Å⁻¹
- Kohn-Sham gap: 10.412 eV
- SMILES: N#CC1(/[N+]([O-])=N/O)CCCCC1

***

# 12
Molecular formula: C5H9NOS
Method: DFT, ωB97M-V with the def2-TZVPD basis set

Geometry (Å):
C  -2.431  -0.932  -0.121
C  -1.393  -0.365  -1.064
C  -0.866  1.000  -0.647
C  0.360  0.644  0.177
S  1.202  1.636  1.205
N  0.616  -0.626  -0.107
C  1.709  -1.468  0.309
O  -0.221  -1.206  -1.052
H  -2.681  -1.972  -0.373
H  -3.389  -0.324  -0.174
H  -2.027  -0.902  0.909
H  -1.742  -0.383  -2.072
H  -1.563  1.583  -0.053
H  -0.540  1.630  -1.517
H  2.296  -1.751  -0.560
H  1.304  -2.402  0.770
H  2.303  -0.909  1.015

- Total charge: 0
- ΔE to the lowest compared entry with this formula, charge and spin: 47.03 kcal/mol
- Highest occupied orbital energy: -0.30130 Ha
- F_max: 1.32 eV Å⁻¹
- Kohn-Sham gap: 9.027 eV
- SMILES: C[C@H]1CC(=S)N(C)O1